# 1
The following is a DFT calculation (ωB97M-V/def2-TZVPD) of a molecular structure, C32H21F4N12O3PReS.

Positions of all 75 atoms, in Å:
Re1 1.32 -0.18 -0.12
O1 5.06 0.93 -1.42
C1 3.86 0.90 -1.26
O2 3.20 0.05 -0.56
C2 2.94 1.96 -1.85
C3 3.50 3.05 -2.52
C4 2.67 4.08 -2.86
C5 1.30 4.01 -2.54
C6 0.40 5.07 -2.79
C7 -0.92 4.96 -2.45
C8 -1.42 3.76 -1.91
C9 -0.59 2.70 -1.68
C10 0.79 2.81 -1.94
N1 1.66 1.83 -1.59
H1 4.56 3.03 -2.73
H2 3.06 4.97 -3.34
H3 0.79 5.96 -3.25
H4 -1.58 5.80 -2.59
H5 -2.47 3.69 -1.68
H6 -0.96 1.77 -1.27
C11 0.38 -0.63 -5.89
C12 1.11 -1.44 -4.91
N2 1.96 -2.39 -5.15
N3 2.37 -2.87 -3.97
C13 1.81 -2.21 -2.94
S1 2.04 -2.46 -1.29
N4 0.98 -1.29 -3.54
N5 0.15 -0.44 -2.82
H7 0.63 -0.98 -6.89
H8 0.64 0.42 -5.82
H9 -0.70 -0.72 -5.75
H10 3.02 -3.65 -3.93
H11 0.07 0.46 -3.29
H12 -0.77 -0.85 -2.70
F1 -3.44 -5.41 0.47
C14 -3.86 -4.40 1.21
C15 -4.93 -4.58 2.06
F2 -5.49 -5.77 2.14
C16 -5.45 -3.52 2.87
C17 -4.75 -2.27 2.78
C18 -3.67 -2.11 1.95
F3 -3.06 -0.92 1.87
C19 -3.18 -3.15 1.12
C20 -2.06 -2.96 0.28
C21 -1.21 -1.88 0.26
N6 -0.39 -1.07 0.12
C22 -1.64 -3.88 -0.71
N7 -1.25 -4.49 -1.60
F4 -5.16 -1.24 3.50
C23 -6.57 -3.69 3.68
C24 -7.29 -4.90 3.80
N8 -7.91 -5.85 3.95
C25 -7.13 -2.66 4.48
N9 -7.62 -1.88 5.16
C26 4.15 -1.22 3.78
P1 3.28 0.05 2.82
C27 4.57 1.02 1.98
C28 2.45 1.19 3.97
O3 2.26 -0.63 1.93
H13 4.86 -0.74 4.45
H14 4.68 -1.90 3.11
H15 3.43 -1.78 4.37
H16 5.25 1.39 2.74
H17 4.14 1.87 1.45
H18 5.13 0.41 1.27
H19 3.15 1.51 4.75
H20 1.61 0.69 4.44
H21 2.10 2.07 3.44
N10 0.43 1.24 0.83
C29 -0.18 2.01 1.47
C30 -0.86 2.93 2.20
C31 -1.02 2.76 3.59
N11 -1.10 2.64 4.72
C32 -1.37 4.07 1.56
N12 -1.78 4.98 0.99

Computed properties:
- highest occupied orbital energy (alpha / beta) (hartree) = -0.507 / -0.521
- charge = +2
- energy relative to the best compared isomer or geometry (same formula, charge and spin) (kJ/mol) = 261.8
- molar mass (u) = 946.84
- 2S+1 = 2

# 2
The following is a DFT calculation (ωB97M-V/def2-TZVPD) of a molecular structure, C9H16F18K5N3O21P2S6.

Positions of all 80 atoms, in Å:
K1 2.53 2.83 -0.85
K2 1.43 -2.06 -3.39
K3 -1.03 2.99 -3.62
K4 3.45 -2.43 2.43
K5 -0.46 -4.17 -0.10
N1 -0.12 -1.69 -1.06
S1 -1.19 -0.76 -1.43
O1 -0.96 0.52 -2.08
O2 -2.48 -0.90 -0.80
F1 -1.50 -1.65 -2.76
S2 0.54 -0.66 0.13
O3 -0.24 -0.43 1.37
O4 1.40 0.36 -0.32
F2 1.64 -1.69 0.74
N2 -0.18 3.78 -1.27
S3 -0.88 3.89 0.10
O5 -2.33 4.10 0.14
O6 -0.06 4.36 1.24
F3 -0.92 2.32 0.22
S4 -0.27 5.56 -1.34
O7 0.69 6.32 -0.57
O8 -1.59 6.15 -1.48
F4 0.36 5.53 -2.87
N3 5.61 -0.80 1.37
S5 5.12 0.13 0.28
O9 6.15 0.74 -0.58
O10 4.00 0.93 0.50
F5 4.56 -1.03 -0.70
S6 6.33 0.34 2.32
O11 5.50 1.05 3.28
O12 7.42 1.05 1.73
F6 7.05 -0.74 3.27
P1 2.66 1.59 -4.09
F7 3.97 1.73 -3.14
F8 2.96 0.06 -4.43
F9 1.62 1.08 -2.95
F10 1.49 1.46 -5.21
F11 2.38 3.18 -3.69
F12 3.66 2.05 -5.32
P2 3.32 -4.65 -1.43
F13 2.61 -6.06 -0.85
F14 3.02 -4.03 0.16
F15 4.83 -4.88 -1.11
F16 3.83 -3.24 -1.90
F17 3.48 -5.16 -2.98
F18 1.76 -4.28 -1.73
C1 -3.33 0.19 -4.46
C2 -4.19 -0.27 -5.67
O13 -3.27 0.06 -6.65
C3 -2.20 0.73 -6.27
O14 -1.37 1.17 -6.97
O15 -2.24 0.91 -4.93
H1 -3.11 -0.66 -3.82
H2 -3.92 0.89 -3.86
H3 -5.10 0.32 -5.80
H4 -4.34 -1.35 -5.67
C4 -2.21 1.12 3.65
O16 -2.66 2.42 3.98
C5 -2.21 3.00 5.11
O17 -1.43 2.47 5.95
O18 -2.85 4.27 5.12
C6 -2.30 5.27 5.97
H5 -2.77 0.86 2.76
H6 -2.29 0.34 4.41
H7 -1.17 1.17 3.33
H8 -2.76 5.36 6.95
H9 -2.49 6.29 5.64
H10 -1.21 5.23 5.89
C7 -4.01 -6.36 2.99
O19 -3.47 -5.32 3.81
C8 -2.70 -4.29 3.29
O20 -2.43 -4.09 2.09
O21 -2.26 -3.50 4.18
C9 -1.30 -2.42 3.93
H11 -4.23 -6.04 1.97
H12 -4.87 -6.95 3.28
H13 -3.21 -7.09 2.86
H14 -1.36 -1.81 4.83
H15 -1.54 -1.84 3.04
H16 -0.31 -2.89 3.86

Computed properties:
- highest occupied orbital energy (hartree) = -0.374
- charge = 0
- molar mass (u) = 1294.03
- 2S+1 = 1

Number 1: largest force on an atom 3.3 eV Å⁻¹. Number 2: largest force on an atom 12.5 eV Å⁻¹.